9
Properties=species:S:1:pos:R:3:nbo_charge:R:1 method="wB97M-V/def2-TZVPD" energy_ev=-9753.0270 multiplicity=1 e_lumo_ev=-0.17 relative_energy_kcal_mol=70.6 homo_ev=-10.84
C 0.11150 -0.89767 0.06070 -0.077
C 1.26322 0.07257 -0.08217 0.717
H -2.57117 0.38620 0.08628 0.512
H 0.50209 -1.90677 0.28655 0.230
H 0.03059 1.54440 -0.00961 0.512
N -1.16709 -0.77409 -0.00708 -0.090
O -1.56527 0.57574 -0.23977 -0.606
O 0.98140 1.38215 0.10936 -0.660
O 2.41475 -0.38253 -0.20426 -0.538